One molecule with the formula C16H23BrN2O3S2 at a distorted geometry. Source: the OMol25 dataset; level of theory: the ωB97M-V functional and the def2-TZVPD basis.

Values from the calculation:
Energy relative to the best compared isomer or geometry (same formula, charge and spin) = 3.338 eV
Multiplicity = 1
HOMO level = -9.00 eV
Orbital gap = 8.77 eV

CARTESIAN COORDINATES (ANGSTROEM)
O: -2.201752 2.185073 -0.079307
C: -1.200368 1.583549 0.108209
C: -1.229216 0.086187 -0.196382
C: -1.304646 -0.725556 1.071991
C: -0.958775 -2.153327 0.881574
C: 0.255162 -2.411260 0.132896
N: 0.055845 -1.843188 -1.163708
S: 1.202326 -2.248931 -2.371886
O: 0.956304 -1.303333 -3.471366
O: 2.526477 -2.141906 -1.866039
C: 0.642601 -3.859934 -2.863363
C: -0.389831 -3.985028 -3.816504
C: -0.714589 -5.295991 -4.111464
C: 0.117719 -6.087597 -3.341555
Br: -0.119202 -7.931004 -3.456482
S: 1.417127 -5.324935 -2.445019
C: -0.099954 -0.297882 -1.185892
N: -0.085026 2.314489 0.465653
C: 1.017907 1.734940 1.205740
C: 0.723642 1.869757 2.622071
C: 0.699448 3.199805 3.279607
C: 0.822660 4.434212 2.490067
C: -0.269453 4.719324 1.459206
C: -0.043201 3.809323 0.238152
H: -2.165596 -0.164333 -0.680692
H: -2.410958 -0.646854 1.435650
H: -0.616030 -0.435121 1.847027
H: -0.869025 -2.555114 1.852944
H: -1.693950 -2.621351 0.194155
H: 1.143164 -2.022124 0.646904
H: 0.290612 -3.462654 -0.118053
H: -0.865389 -3.154926 -4.318302
H: -1.645759 -5.530642 -4.661137
H: 0.933288 0.070780 -0.950854
H: -0.450145 -0.038198 -2.190515
H: 1.965600 2.209642 0.994537
H: 1.216766 0.711079 0.963147
H: 1.205753 1.144740 3.238614
H: -0.318221 1.653567 2.691882
H: -0.181850 3.364800 3.906930
H: 1.565624 3.191268 3.913966
H: 0.795193 5.251167 3.222330
H: 1.845651 4.487893 2.056768
H: -0.430400 5.765413 1.232984
H: -1.248854 4.526812 1.922267
H: -0.866886 4.049334 -0.469500
H: 0.980204 3.878036 -0.317252

Atomic forces in eV per Å
-3.4 1.6 -0.6
1.5 -0.1 -0.2
1.7 -0.1 0.1
-1.6 0.3 0.9
-2.2 -0.7 -1.0
1.6 0.0 -0.9
0.4 2.1 -2.7
-1.8 3.0 -1.4
-0.4 -1.9 1.1
1.0 -1.4 0.9
-0.3 1.5 -1.4
1.4 1.5 1.2
0.2 -0.3 1.4
-0.1 -1.1 -1.0
0.4 -0.6 0.3
-2.1 -0.4 -0.7
0.4 -1.8 0.6
0.7 0.1 -0.6
0.6 0.6 -1.0
-2.0 -0.7 1.4
0.7 0.6 1.2
0.7 2.3 -0.6
0.3 -1.5 0.4
-0.1 -0.8 -1.6
-0.1 0.6 -0.4
2.1 0.0 -0.2
0.0 0.9 0.4
-0.4 -1.2 1.0
-0.4 -0.1 1.1
0.3 -0.3 -0.1
0.6 -0.6 0.8
0.1 0.3 0.4
1.1 -0.4 0.3
-1.1 0.3 -0.3
0.6 0.1 0.3
0.3 0.6 -0.6
-0.3 -0.7 -0.3
0.7 -0.5 0.4
-0.9 -1.2 0.0
0.0 -0.6 0.1
0.4 0.4 0.9
0.2 0.0 -0.1
-0.6 0.1 -0.2
0.8 0.3 -0.6
0.1 -0.7 -0.2
0.7 -0.5 0.2
-1.7 0.7 1.2

An isolated ion of composition C6H11N2O6 and charge +1 at a distorted geometry. Source: the OMol25 dataset; level of theory: the ωB97M-V functional and the def2-TZVPD basis.

Values from the calculation:
Charge = +1
Energy relative to the best compared isomer or geometry (same formula, charge and spin) = 0.616 eV
Multiplicity = 1
HOMO level = -13.37 eV
Orbital gap = 10.15 eV

CARTESIAN COORDINATES (ANGSTROEM)
O: 1.976006 -0.056690 -0.308040
C: 0.838326 -0.106381 -0.840848
C: 0.048629 1.308254 -0.722595
O: -0.948067 1.491347 -1.599867
N: -0.443800 1.582983 0.688914
C: 0.095606 0.758474 1.962455
O: 1.441137 0.637329 2.182163
C: -0.685258 -0.548475 1.582216
O: -2.039740 -0.189525 1.582176
N: -0.244153 -1.017820 0.304013
C: -0.787962 -1.922853 -0.443802
O: -0.340480 -2.088612 -1.623090
C: 0.609565 -1.033987 -2.070103
O: 1.762064 -1.627114 -2.529259
H: 1.064961 1.894090 -0.892618
H: -0.777467 1.887292 -2.435748
H: -1.460078 1.405418 0.704503
H: -0.037253 2.515623 0.818419
H: -0.385991 1.223881 2.795087
H: 1.987878 0.340857 1.405691
H: -0.442074 -1.200929 2.357790
H: -2.466917 -0.721235 2.372622
H: -1.561101 -2.679589 -0.214953
H: 0.216324 -0.528288 -2.950971
H: 2.579847 -1.324051 -2.124155

Atomic forces in eV per Å
0.0 -0.1 -1.1
-0.2 0.7 2.4
5.0 -1.2 -1.1
-2.1 -0.4 1.1
2.3 0.8 -0.3
0.5 -2.2 -2.5
-0.8 0.9 -0.1
0.9 1.2 0.2
-1.7 -2.1 2.5
-1.0 -0.6 -1.4
-0.1 -0.3 1.9
0.7 0.5 -2.2
1.2 0.0 0.0
-0.7 -0.3 -0.1
-2.4 -0.1 0.4
0.7 0.7 -0.8
0.1 1.0 0.2
-1.5 0.3 0.3
-0.2 0.4 0.5
-0.8 0.0 -0.2
0.2 -1.7 1.2
0.8 1.8 -2.5
0.3 0.6 0.4
-1.0 -0.1 0.4
-0.1 0.2 0.8

A 2-piece molecular cluster, C2H5BrSi overall at a distorted geometry. Source: the OMol25 dataset; level of theory: the ωB97M-V functional and the def2-TZVPD basis.

Values from the calculation:
Energy relative to the best compared isomer or geometry (same formula, charge and spin) = 5.098 eV
Multiplicity = 1
HOMO level = -9.76 eV
Orbital gap = 9.27 eV

CARTESIAN COORDINATES (ANGSTROEM)
C: 0.219540 0.355964 1.051782
C: 1.315698 0.612606 1.735851
Si: -0.149808 -0.383755 -0.650100
Br: 1.499401 0.923598 3.583140
H: -0.687941 0.526859 1.553111
H: 3.072258 0.579373 0.995189
H: -1.395448 0.145424 -1.013948
H: -0.352970 -1.970805 -0.639862
H: 0.991990 -0.122889 -1.721170

Atomic forces in eV per Å
1.3 -0.4 -0.9
3.4 -0.4 -1.4
2.7 -1.7 -0.5
-0.1 0.2 -0.5
-1.2 0.1 1.1
-3.8 -0.1 1.4
-1.3 0.7 -0.6
0.3 1.7 0.3
-1.2 -0.1 1.1

One molecule with the formula C6H9F at a distorted geometry. Source: the OMol25 dataset; level of theory: the ωB97M-V functional and the def2-TZVPD basis.

Values from the calculation:
Energy relative to the best compared isomer or geometry (same formula, charge and spin) = 2.615 eV
Multiplicity = 1
HOMO level = -8.66 eV
Orbital gap = 9.81 eV

CARTESIAN COORDINATES (ANGSTROEM)
F: -2.395186 0.173606 -0.448657
C: -1.467364 -0.228783 0.428863
C: -0.197172 0.613078 0.626491
C: 0.982289 1.290952 -0.125984
C: 1.968297 0.095155 -0.168954
C: 1.174439 -1.239156 0.003812
C: -0.222346 -0.719354 -0.222238
H: -1.881711 -0.742380 1.351010
H: 0.201843 0.333216 1.615328
H: 1.400197 2.138014 0.399476
H: 0.730069 1.705251 -1.110329
H: 2.549065 0.084682 -1.092835
H: 2.718333 0.184088 0.703972
H: 1.485625 -2.009243 -0.751778
H: 1.302462 -1.633455 0.947268
H: -0.378062 -0.493979 -1.276139

Atomic forces in eV per Å
-0.8 0.0 -0.3
1.1 -0.6 1.5
0.2 -0.8 -0.6
-1.0 0.2 0.0
1.9 0.0 1.1
-0.3 0.0 -2.6
-0.4 0.4 0.1
0.3 1.0 -1.1
-0.3 0.1 -0.2
0.1 0.2 0.4
-0.2 -0.5 0.1
0.1 0.1 0.1
-1.0 -0.1 -1.4
-0.3 0.6 0.7
0.3 -0.9 2.1
0.2 0.4 0.0

Which formula does entry 3 have?
C2H5BrSi